Entry 1:
Here is C11H12N2O as an isolated structure in a non-equilibrium geometry from the OMol25 dataset. Energies are from the ωB97M-V functional and the def2-TZVPD basis.

Computed properties:
2S+1 ... 1
Strongest force on any atom ... 0.105 hartree/bohr

Geometry (Å):
1 C 1.7694 0.9902 0.1586
2 H -2.1289 -1.8380 1.3887
3 C 1.3959 -0.3484 -0.1623
4 C 3.6287 -1.3957 -0.0974
5 H 1.8101 -2.5278 -0.2985
6 H -3.2961 -2.9253 1.0935
7 N 0.0729 -0.6435 -0.3844
8 H -1.0484 3.3555 0.4936
9 H -2.4410 -1.4534 -1.4393
10 C -0.8244 0.2207 -0.1695
11 C -3.0229 -1.7293 0.8633
12 H 3.7954 1.9740 0.3131
13 N 0.7796 1.8004 0.5743
14 C 3.9844 -0.0698 0.1031
15 H -3.8624 -0.7810 -0.7903
16 H 5.0338 0.0295 -0.0662
17 H -3.1447 2.4219 -0.1566
18 H -1.5019 3.1290 -1.4448
19 C -1.6328 2.6346 -0.1454
20 C -0.4677 1.5903 0.0731
21 C 2.2838 -1.4858 -0.1529
22 C 3.2063 1.1076 0.1947
23 O -2.1993 0.2641 -0.2794
24 H 4.4150 -2.0857 -0.4543
25 H -3.7616 -1.1048 1.2359
26 C -2.8431 -1.1295 -0.4506

---

Entry 2:
Here is one molecule with the formula C11H12N2O2 in a non-equilibrium geometry from the OMol25 dataset. Energies are from the ωB97M-V functional and the def2-TZVPD basis.

Computed properties:
2S+1 ... 1
Strongest force on any atom ... 0.092 hartree/bohr
SMILES ... N[C@@H](Cc1c[nH]c2ccccc12)C(=O)O

Geometry (Å):
1 H 4.0272 -1.9239 0.1271
2 C 3.4857 -1.0917 -0.1975
3 C -0.1606 -0.0980 -0.8370
4 C 2.1291 -1.1965 -0.0155
5 H 3.6999 1.8521 -1.9847
6 H 5.1176 0.1978 -1.0247
7 C -1.6340 -0.7628 1.2847
8 C -1.3532 -0.7644 -0.1878
9 H 0.9808 2.0721 -2.6813
10 H -1.2231 -1.7206 -0.5853
11 C 1.9076 0.8182 -1.3328
12 H -4.2220 1.1795 1.3337
13 H -1.7152 -2.8831 1.3294
14 O -3.9502 0.2555 1.0457
15 N 0.8511 1.6105 -1.7992
16 C 1.2707 -0.2202 -0.5820
17 C 4.0269 -0.0084 -0.9442
18 H -0.7229 -0.4523 1.8964
19 H 1.7342 -2.1278 0.3909
20 C -0.3139 1.0402 -1.5540
21 H -2.8856 -2.0217 2.3548
22 H -2.2825 -0.4106 -0.6702
23 C 3.2404 1.0332 -1.3398
24 N -2.2820 -1.9860 1.4701
25 C -2.6934 0.3266 1.7587
26 H -1.3455 1.5066 -1.5507
27 O -2.3722 1.3573 2.3357

---

no.,HOMO (eV)
1,-8.50
2,-8.02